1.
Computed, not measured: a structure of composition C26H46MnN4O5PS at a distorted geometry, with wB97M-V/def2-TZVPD.

Last column: Mulliken spin population.
Positions of all 84 atoms, in Å:
1 O 2.75 -1.40 0.30  0.004
2 H 4.71 -1.05 0.87  0.004
3 H -2.45 3.25 -2.09  0.000
4 H -0.31 1.59 2.28  0.012
5 C -1.69 2.84 -2.74  -0.001
6 H 5.11 -2.68 -0.74  0.000
7 O 0.23 -0.43 2.87  0.000
8 C -1.20 2.88 0.77  0.024
9 C -0.66 2.62 2.18  0.010
10 N -2.55 -2.68 -0.77  -0.003
11 H 1.58 4.02 1.01  0.000
12 H -4.36 -0.36 3.52  0.000
13 P -0.12 1.82 -0.45  -0.009
14 H -3.19 2.67 1.57  0.001
15 C -4.38 -2.22 0.70  0.005
16 C -1.23 4.38 0.51  -0.001
17 H -2.05 0.00 2.70  0.010
18 H 2.39 4.54 -1.63  0.000
19 C -0.03 1.00 -3.10  -0.002
20 H 2.35 -1.66 -1.65  -0.002
21 H -1.92 4.84 1.22  0.000
22 H -2.97 0.85 -1.39  0.001
23 H 1.74 -5.58 -0.71  0.000
24 O 0.95 -2.14 4.46  -0.006
25 H 0.16 3.28 2.42  0.001
26 H -0.95 3.61 -2.94  0.000
27 C -2.63 2.34 0.70  0.005
28 H 3.73 -2.51 2.57  0.000
29 H 3.66 -3.69 -0.75  0.000
30 H -1.44 2.79 2.91  0.000
31 H 3.15 3.41 0.52  0.000
32 C -2.72 -0.67 2.18  0.015
33 C -1.05 1.59 -2.13  0.026
34 C 2.51 1.75 -1.36  -0.007
35 C 0.85 -3.67 -0.36  -0.014
36 Mn 0.14 -1.16 1.11  3.664
37 C 3.69 -0.84 1.22  0.005
38 H 1.27 3.72 -2.70  0.000
39 C 1.54 2.77 -0.77  0.015
40 H 4.15 -0.96 3.31  0.001
41 S -0.03 -1.82 3.46  0.014
42 N -2.23 -1.24 1.07  0.048
43 H 2.46 1.70 -2.44  0.002
44 C -1.42 -4.68 -1.39  0.003
45 H -2.62 1.26 0.69  0.000
46 N 0.19 0.38 0.10  0.102
47 C 3.50 -1.45 2.60  0.002
48 N -0.20 -2.84 -0.43  0.010
49 C -4.88 -1.62 1.84  -0.001
50 H -5.01 -2.84 0.09  0.000
51 C 4.13 -2.81 -1.20  0.001
52 C -4.03 -0.84 2.61  -0.003
53 C 2.09 3.16 0.60  -0.007
54 H 0.66 4.67 -1.35  0.000
55 H -1.59 4.62 -0.49  0.000
56 H 1.73 -3.25 0.10  0.025
57 H 3.54 0.25 1.25  -0.004
58 C 0.85 -4.98 -0.81  -0.006
59 H 2.47 -1.34 2.94  0.002
60 H -2.16 2.57 -3.68  0.000
61 O 0.16 -2.65 2.21  -0.012
62 C -0.30 -5.48 -1.39  0.001
63 H -1.63 -0.31 -1.33  0.004
64 C 3.25 -1.57 -1.02  0.007
65 H -3.29 -3.17 -1.25  -0.001
66 C -1.36 -3.39 -0.85  0.013
67 H -5.91 -1.76 2.13  0.000
68 H 0.52 0.21 -2.60  -0.003
69 C -3.03 -2.04 0.37  0.016
70 H 3.53 1.99 -1.08  0.000
71 H 1.98 2.32 1.29  0.004
72 H 2.25 0.77 -0.94  0.010
73 H -2.36 -5.05 -1.78  0.000
74 O -1.41 -1.91 3.90  0.000
75 H -3.15 2.71 -0.19  -0.001
76 H -0.53 0.57 -3.97  0.000
77 H 0.66 1.76 -3.47  0.000
78 H 4.27 -3.00 -2.26  0.000
79 H -0.34 -6.48 -1.80  0.000
80 H -0.26 4.85 0.65  0.000
81 C 1.44 4.00 -1.67  -0.002
82 H 3.81 -0.69 -1.34  0.002
83 H -2.42 0.09 -2.87  0.000
84 C -2.09 0.50 -1.91  0.013

Properties
* spin multiplicity: 5
* relative energy (zero: lowest compared OMol25 entry of this formula, charge and spin): 0.00 kJ/mol
* F_max: 4.3 eV/Å
* orbital gap (spin up / spin down): 7.84 / 8.39 eV



2.
Computed, not measured: a structure of composition C26H47AlClN2O6P, with wB97M-V/def2-TZVPD.

Last column: Mulliken charge in e.
Positions of all 84 atoms, in Å:
1 H 2.77 -3.22 -3.08  0.577
2 H -1.21 1.80 -1.75  0.093
3 H -1.61 -2.90 -5.13  0.479
4 H -1.30 3.59 5.70  0.447
5 N 2.26 -3.31 2.89  -0.064
6 H -0.79 -2.94 1.41  0.481
7 C -2.97 0.12 2.51  -1.632
8 C -1.13 -1.74 -3.40  0.752
9 C 0.93 -3.78 2.36  -1.149
10 H 2.53 1.80 5.12  0.510
11 H -2.16 -0.41 3.02  0.167
12 H 2.76 -0.87 0.55  0.305
13 O 1.12 0.76 -0.08  0.558
14 C -3.73 1.08 0.29  -1.668
15 H -2.65 4.26 3.87  0.410
16 C 2.02 -2.67 -2.52  -1.657
17 H -2.01 1.66 -3.31  0.272
18 H 2.94 0.51 -3.55  0.364
19 H 0.40 -4.28 3.16  0.491
20 C -0.55 3.22 5.02  -0.957
21 H -0.08 -1.89 2.64  0.454
22 H 0.10 -2.95 -4.75  0.354
23 C 2.94 -0.34 -2.88  -1.676
24 H 0.72 3.47 -0.35  0.412
25 H -1.17 -2.56 -2.68  0.345
26 P 0.14 -0.62 -2.67  0.962
27 H 2.92 0.03 -1.85  0.290
28 H 3.97 -2.21 2.30  0.462
29 H -2.57 -0.30 -4.17  0.257
30 H 1.83 3.80 0.99  0.377
31 H 2.11 -2.70 3.70  0.387
32 C -0.73 3.34 3.65  0.830
33 H 2.80 -4.11 3.23  0.365
34 H -3.75 2.08 0.72  0.415
35 C -2.71 -1.21 0.40  -0.340
36 H -1.66 4.95 2.59  0.373
37 C 0.28 2.84 2.82  1.037
38 H -3.07 1.11 2.95  0.402
39 C 2.21 -1.40 1.32  -0.644
40 O -1.59 -1.50 -0.23  -0.482
41 H -2.45 3.41 2.35  0.027
42 O 0.02 2.89 1.45  -0.604
43 H -0.75 0.77 -5.35  0.321
44 C 1.44 2.29 3.33  -0.723
45 H 2.42 -2.53 -1.51  0.173
46 C 1.13 3.08 0.58  -1.219
47 H -2.76 -0.63 -2.44  0.239
48 H 1.02 1.50 -2.96  0.355
49 H -4.72 0.63 0.39  0.468
50 Al -0.21 -0.35 -0.27  -1.007
51 H 1.16 -4.50 1.57  0.373
52 C 0.16 1.14 -4.89  -1.729
53 C -1.07 1.91 -2.83  -1.467
54 H 2.24 1.96 2.68  0.755
55 C 1.78 -1.30 -3.17  0.532
56 C 1.61 2.20 4.71  -1.214
57 H -0.88 2.97 -3.02  0.530
58 H 1.12 -3.29 -2.47  0.357
59 O -1.36 0.69 0.78  1.169
60 C 1.87 1.78 0.28  0.494
61 C -0.78 -2.30 -4.78  -1.495
62 H 1.70 -1.44 -4.25  0.842
63 O -3.66 -1.93 0.49  -0.591
64 C 0.15 -2.59 1.83  -0.794
65 C 3.04 -2.56 1.84  -1.185
66 H -0.60 -1.51 -5.51  0.265
67 H 2.02 -0.67 2.11  0.461
68 C 0.09 1.08 -3.37  0.430
69 H -3.26 -1.82 -3.63  0.533
70 C -2.73 0.20 1.02  2.064
71 Cl 0.80 2.53 7.26  -0.191
72 C -2.51 -1.07 -3.40  -1.612
73 H 0.30 2.18 -5.21  0.451
74 H 3.28 -3.28 1.06  0.395
75 H -3.48 1.15 -0.77  0.203
76 H 1.00 0.57 -5.30  0.378
77 H 3.88 -0.87 -3.03  0.440
78 H -1.11 1.58 1.14  0.057
79 C 0.61 2.65 5.54  0.102
80 H 1.05 -2.47 0.00  0.303
81 O 3.07 1.68 0.36  -0.632
82 N 0.90 -1.84 0.79  0.989
83 C -1.94 4.02 3.09  -1.072
84 H -3.90 -0.43 2.68  0.470

Properties
* total charge: +2
* F_max: 0.4 eV/Å
* orbital gap: 7.83 eV



Calculated calculated total energy (eV), listed in the same order as above: -95352.25936 -71390.80964